Version P
The following is a DFT calculation (ωB97M-V with the def2-TZVPD basis set) of 2 unconnected molecules or ions with the total composition CH2N2O2S.

Atoms and positions in Å:
S  -2.0776  -1.3224  -0.8272
O  1.1547  -1.0623  0.2927
O  1.3721  0.0355  -1.5551
N  0.7205  -0.5773  -0.7136
N  -0.4908  1.2450  0.9261
C  -0.6758  -0.6895  -0.7645
H  0.4234  1.4320  0.6795
H  -0.4265  0.9390  1.9622

LUMO (alpha / beta): -2.35 / -3.39 eV

Version Q
The following is a DFT calculation (ωB97M-V with the def2-TZVPD basis set) of CH2N2O2S in the gas phase.

Atoms and positions in Å:
S  1.7095  -0.3589  -1.2364
O  0.4177  0.7251  -1.0460
O  1.3793  -1.7146  -1.6586
N  -0.7550  0.3920  -0.2354
N  0.5980  -0.1110  1.5681
C  -0.5015  0.1028  1.0859
H  -1.3353  -0.1016  1.7693
H  -1.5126  1.0662  -0.2467

LUMO (alpha / beta): -1.12 / -0.75 eV

Result of the stability comparison: version Q is the most stable of them.

Version P
The following is a DFT calculation (ωB97M-V with the def2-TZVPD basis set) of a gas-phase ion, C11H15N4 (charge +1).

Atoms and positions in Å:
N  -2.2573  1.1889  -1.3056
N  2.4730  -2.1900  2.1061
N  1.8835  3.5238  0.4632
N  0.5369  -1.9982  0.8654
C  -0.4157  3.1340  -0.0136
C  1.1685  1.3399  -0.1540
C  -3.1173  0.0968  -1.5911
C  -1.2243  0.9264  -0.6918
C  0.6443  3.9572  0.3426
C  -0.0993  -1.7065  -0.2264
C  -2.3071  -1.1872  -1.2833
C  1.7802  -2.7655  0.9990
C  2.1434  2.2536  0.2196
C  -1.2307  -0.7694  -0.2751
C  -0.1468  1.7879  -0.2711
H  -1.6479  -0.6600  0.7317
H  1.4324  0.3187  -0.3886
H  -4.0040  0.1907  -0.9568
H  0.2523  -1.5866  1.7548
H  2.3029  -2.7301  0.0307
H  -2.9537  -1.9700  -0.8933
H  -3.4437  0.1592  -2.6307
H  0.2562  -2.1429  -1.1540
H  -1.4227  3.5125  -0.0888
H  2.9656  -2.8571  2.6804
H  1.5132  -3.8067  1.2154
H  0.4845  5.0085  0.5389
H  3.0926  -1.4314  1.8521
H  -1.8376  -1.5497  -2.1987
H  3.1786  1.9532  0.3230

SMILES: NC/[NH+]=C/[C@@H]1CCN=C1c1ccncc1
total charge: +1
LUMO: -4.51 eV

Version Q
The following is a DFT calculation (ωB97M-V with the def2-TZVPD basis set) of a molecular structure, C11H15N4.

Atoms and positions in Å:
N  1.0208  2.8248  -0.4781
N  -0.1628  1.3222  0.5620
N  0.3227  1.6958  -0.5753
N  0.2189  2.2069  1.4463
C  0.9595  3.0696  0.8110
C  0.2962  -0.2610  -4.2026
C  1.1467  0.8492  -4.0366
C  0.2512  1.0399  -1.7849
C  -0.6428  0.0063  -1.9779
C  1.0506  1.4931  -2.7689
C  -1.1781  -0.0573  1.5239
C  -0.6562  -0.5619  -3.2976
C  0.7038  -1.7427  1.1783
C  -0.0957  -0.7974  2.1454
C  -1.9562  0.7370  2.4603
H  0.5450  -2.8320  1.3008
H  1.3999  3.9897  1.1591
H  -0.4148  -1.3689  2.9517
H  -2.6459  0.1039  2.9728
H  -2.5510  1.5312  2.1717
H  -1.2677  1.0298  3.1903
H  1.8066  1.1792  -4.8574
H  1.8356  -1.6936  1.2269
H  -1.3824  -1.3140  -3.5421
H  1.3977  2.4561  -2.5686
H  -1.5784  -0.4660  0.6124
H  0.2275  -0.5586  -5.1841
H  -1.1740  -0.5338  -1.1723
H  0.6271  -1.6206  0.1156
H  0.6127  -0.0934  2.5064

total charge: +1
LUMO: -3.92 eV

Result of the stability comparison: version P is the most stable of them.

Version P
The following is a DFT calculation (ωB97M-V with the def2-TZVPD basis set) of C3H6 in the gas phase.

Atoms and positions in Å:
C  0.3043  -0.0114  -0.8845
C  -0.2768  -0.6946  0.4781
C  -0.0642  0.7056  0.4221
H  -0.3740  -0.1048  -1.8562
H  -0.8779  1.4347  0.4507
H  0.6747  1.2092  1.1858
H  0.6212  -1.0369  0.8764
H  1.2661  -0.1081  -1.1861
H  -1.0896  -1.3918  0.4350

SMILES: C1CC1
LUMO: 1.37 eV

Version Q
The following is a DFT calculation (ωB97M-V with the def2-TZVPD basis set) of C3H6 in the gas phase.

Atoms and positions in Å:
C  0.4120  0.1725  0.2947
C  -1.1076  0.3920  0.0486
C  1.1065  -0.7795  -0.2711
H  -1.2395  0.2052  -1.0086
H  -1.3290  1.5198  0.2131
H  0.8166  -1.2780  -1.1369
H  0.7311  0.9412  0.9591
H  2.1530  -0.9130  0.0735
H  -1.5430  -0.2601  0.8276

SMILES: C=CC
LUMO: 1.28 eV

Result of the stability comparison: version Q is the most stable of them.

Version P
The following is a DFT calculation (ωB97M-V with the def2-TZVPD basis set) of a molecular structure, C3H5KMgO4.

Atoms and positions in Å:
K  -4.3166  0.3000  1.7268
Mg  1.3286  -1.7337  0.5702
O  -1.5230  -0.5365  -0.8055
O  -0.7263  0.2999  -2.6016
O  2.0993  0.0183  1.4277
O  0.6548  -0.8178  -1.2274
C  -0.4809  -0.4792  -1.5692
C  -1.3635  -0.6266  0.6588
C  1.9925  1.2011  1.1273
H  -1.1948  -1.7037  0.8510
H  -0.5221  0.0380  0.9269
H  1.7494  1.4979  0.0891
H  2.2020  1.9954  1.8632
H  0.1005  0.5468  -3.0374

total charge: +1
LUMO (alpha / beta): -3.56 / -3.54 eV
2S+1: 2

Version Q
The following is a DFT calculation (ωB97M-V with the def2-TZVPD basis set) of a molecular structure, C3H5KMgO4.

Atoms and positions in Å:
K  -3.4269  -0.3470  0.0170
Mg  3.4328  2.2071  0.2044
O  -1.7894  -2.1906  -0.5177
O  -0.5854  -0.5960  0.1303
O  0.4846  -2.4232  -0.6479
O  1.5787  2.3797  0.4491
C  0.3705  1.7523  0.4268
C  0.6087  0.2110  0.1454
C  -0.5102  -1.8434  -0.3261
H  1.0190  0.1698  -0.8735
H  -0.2202  1.8143  1.3631
H  1.2076  -0.2086  0.9656
H  -0.2833  2.1248  -0.3891
H  -1.8864  -3.0503  -0.9473

total charge: +1
LUMO (alpha / beta): -3.83 / -3.83 eV
2S+1: 2

Result of the stability comparison: version Q is the most stable of them.